C24H21NO3S | ωB97M-V/def2-TZVPD

```
50
Properties=species:S:1:pos:R:3
C -6.044 -0.624 -1.326
C -5.618 0.600 -0.585
C -6.415 1.746 -0.466
C -5.812 2.737 0.255
S -4.251 2.313 0.803
C -4.381 0.746 0.043
C -3.396 -0.265 0.075
C -2.075 -0.219 0.418
C -1.359 0.998 0.840
O -1.907 1.895 1.463
C 0.062 1.096 0.448
C 0.543 0.555 -0.746
C 1.868 0.691 -1.085
C 2.760 1.366 -0.242
O 4.041 1.402 -0.673
C 5.037 2.111 0.055
C 4.926 3.615 -0.195
C 6.379 1.570 -0.429
C 2.277 1.924 0.941
C 0.942 1.795 1.267
C -1.339 -1.461 0.364
N -1.731 -2.544 -0.238
C -0.749 -3.469 0.003
C -0.610 -4.794 -0.389
C 0.525 -5.460 0.028
C 1.499 -4.838 0.810
C 1.379 -3.519 1.211
C 0.243 -2.852 0.796
O -0.151 -1.576 1.023
H -6.039 -1.494 -0.671
H -5.371 -0.827 -2.158
H -7.049 -0.490 -1.717
H -7.401 1.829 -0.889
H -6.215 3.702 0.490
H -3.734 -1.236 -0.268
H -0.130 0.044 -1.419
H 2.253 0.281 -2.005
H 4.932 1.899 1.128
H 5.685 4.143 0.375
H 5.071 3.821 -1.253
H 3.946 3.986 0.094
H 6.484 1.748 -1.495
H 6.436 0.500 -0.250
H 7.191 2.063 0.098
H 2.928 2.457 1.615
H 0.563 2.228 2.181
H -1.364 -5.272 -0.994
H 0.668 -6.492 -0.257
H 2.370 -5.401 1.109
H 2.127 -3.031 1.814
```

Electronic energy (eV): -43696.3337
Maximum force (eV Å⁻¹): 1.33
SMILES: Cc1ccsc1/C=C(\C(=O)c1ccc(OC(C)C)cc1)c1nc2ccccc2o1
HOMO (eV): -7.77
HOMO-LUMO gap (eV): 7.2637



C9H8N2S2 | ωB97M-V/def2-TZVPD

```
21
Properties=species:S:1:pos:R:3
C -2.465 -0.651 0.315
C -1.707 -1.214 -0.703
C -1.875 0.234 1.206
C -0.378 -0.882 -0.846
C -0.542 0.564 1.087
C 0.227 0.029 0.038
C 1.565 0.399 -0.121
C 2.509 1.293 -0.140
C 2.954 -1.739 0.061
N 2.345 -2.782 -0.036
N 2.383 2.677 -0.233
S 4.287 0.887 -0.150
S 4.461 -1.074 0.462
H -3.511 -0.902 0.417
H -2.162 -1.912 -1.390
H -2.464 0.666 2.002
H 0.221 -1.318 -1.630
H -0.081 1.255 1.778
H 2.698 -3.731 0.030
H 1.494 2.975 -0.608
H 3.167 3.146 -0.665
```

Electronic energy (eV): -34109.3948
Maximum force (eV Å⁻¹): 3.56
HOMO (alpha / beta) (eV): -7.22 / -7.22
HOMO-LUMO gap (alpha / beta) (eV): 6.7074 / 6.7040
Energy above the lowest of the compared OMol25 structures with the same formula, charge and spin (eV): 2.446



C19H36BrNO4P | ωB97M-V/def2-TZVPD

```
62
Properties=species:S:1:pos:R:3
C -1.174 -2.484 1.855
C -0.094 -1.641 0.953
C -0.520 -0.092 0.626
C -0.937 0.806 1.933
C -0.312 2.316 1.734
N -2.454 0.765 2.035
C -3.393 1.403 1.021
C -5.047 1.288 1.160
C -5.700 0.443 2.423
C -7.303 0.220 2.687
C -8.023 -0.874 1.697
C -9.374 -0.135 1.047
Br -6.837 -1.650 0.286
C -4.633 -0.205 3.518
C -3.033 0.007 3.234
H -0.984 -3.649 1.888
H -2.307 -2.271 1.588
H -1.050 -2.115 2.984
H 0.975 -1.769 1.430
H -0.037 -2.199 -0.100
H -1.380 -0.123 -0.185
H 0.398 0.449 0.120
H -0.410 0.346 2.887
H -0.841 3.146 2.396
H 0.840 2.361 2.040
H -0.340 2.668 0.601
H -2.859 1.971 0.117
H -5.735 1.784 0.331
H -7.397 -0.225 3.791
H -7.802 1.292 2.672
H -8.446 -1.759 2.352
H -10.305 -0.423 1.736
H -9.212 1.037 1.004
H -9.549 -0.513 -0.055
H -4.939 -0.820 4.467
H -2.262 -0.488 3.999
O 3.118 -0.553 -1.671
P 4.198 0.487 -2.058
O 4.772 -0.425 -3.310
C 3.971 -0.539 -4.474
C 3.789 0.797 -5.169
O 5.233 -0.024 -0.857
C 4.698 -0.288 0.435
C 4.600 -1.791 0.650
O 5.406 1.648 -2.490
C 6.811 1.419 -2.435
C 7.364 0.654 -3.625
H 3.004 -0.983 -4.222
H 4.482 -1.232 -5.150
H 3.220 1.490 -4.541
H 3.254 0.669 -6.114
H 4.754 1.268 -5.374
H 3.726 0.197 0.563
H 5.376 0.145 1.176
H 4.151 -2.301 -0.206
H 4.010 -2.017 1.541
H 5.598 -2.222 0.777
H 7.126 0.960 -1.495
H 7.268 2.415 -2.441
H 7.148 -0.412 -3.551
H 8.453 0.750 -3.666
H 6.945 1.022 -4.564
```

Electronic energy (eV): -109279.9764
Maximum force (eV Å⁻¹): 9.89
Total charge: +1
HOMO (eV): -11.36
HOMO-LUMO gap (eV): 6.7639



C32H52O4S3Si2V | ωB97M-V/def2-TZVPD

```
94
Properties=species:S:1:pos:R:3
V -0.215 -0.109 0.025
C 3.513 2.594 1.002
C 2.177 2.062 0.541
S 1.767 0.440 1.090
C 1.324 2.756 -0.235
C 1.577 4.156 -0.719
S -0.233 2.063 -0.680
H 4.120 1.801 1.438
H 3.393 3.366 1.769
H 4.084 3.031 0.180
H 2.550 4.530 -0.403
H 0.816 4.842 -0.335
H 1.530 4.215 -1.809
C -5.770 -0.800 4.055
C -4.450 -0.106 3.755
C -4.180 0.999 4.763
C -3.306 -1.111 3.739
O -4.543 0.551 2.487
Si -4.463 -0.040 0.955
S -2.546 -0.130 0.237
O -5.192 -1.513 0.952
C -5.978 -2.180 -0.042
C -5.275 -2.103 -1.392
C -7.356 -1.540 -0.103
C -6.081 -3.624 0.420
O -5.355 0.944 -0.004
C -5.542 2.364 0.013
C -4.204 3.063 0.221
C -6.118 2.707 -1.352
C -6.522 2.721 1.119
H -5.743 -1.228 5.060
H -5.961 -1.598 3.337
H -6.593 -0.084 4.003
H -4.127 0.596 5.777
H -4.978 1.743 4.724
H -3.236 1.494 4.532
H -3.188 -1.565 4.726
H -2.371 -0.621 3.462
H -3.495 -1.908 3.018
H -5.186 -1.069 -1.730
H -5.842 -2.662 -2.141
H -4.272 -2.525 -1.323
H -7.287 -0.504 -0.434
H -7.822 -1.558 0.885
H -7.994 -2.090 -0.799
H -5.091 -4.076 0.467
H -6.700 -4.206 -0.267
H -6.529 -3.668 1.415
H -3.481 2.755 -0.534
H -3.784 2.826 1.201
H -4.337 4.147 0.161
H -5.407 2.441 -2.134
H -6.337 3.775 -1.426
H -7.042 2.149 -1.518
H -6.117 2.451 2.095
H -7.466 2.189 0.975
H -6.721 3.795 1.104
C -0.563 -5.825 1.150
C -0.797 -4.568 0.301
C -1.007 -4.942 -1.171
C -2.081 -3.907 0.818
Si 0.595 -3.303 0.471
O 0.206 -1.903 -0.291
C 2.227 -3.919 -0.227
C 2.535 -5.233 -0.593
C 3.792 -5.577 -1.081
C 4.774 -4.608 -1.216
C 4.492 -3.294 -0.867
C 3.235 -2.956 -0.382
C 0.848 -3.014 2.302
C 0.067 -2.108 3.021
C 0.230 -1.931 4.389
C 1.189 -2.667 5.071
C 1.978 -3.578 4.380
C 1.807 -3.744 3.011
H -1.422 -6.497 1.033
H -0.483 -5.578 2.211
H 0.328 -6.391 0.880
H -1.856 -5.632 -1.262
H -0.138 -5.428 -1.620
H -1.234 -4.059 -1.773
H -2.915 -4.614 0.714
H -2.342 -2.991 0.285
H -2.005 -3.657 1.880
H 1.791 -6.013 -0.510
H 3.999 -6.604 -1.357
H 5.754 -4.872 -1.595
H 5.249 -2.527 -0.973
H 3.034 -1.921 -0.121
H -0.707 -1.526 2.524
H -0.386 -1.212 4.915
H 1.326 -2.526 6.136
H 2.732 -4.152 4.905
H 2.443 -4.448 2.484
```

<S²>: 2.031
Electronic energy (eV): -116178.8852
Maximum force (eV Å⁻¹): 0.80
Total charge: -1
HOMO (alpha / beta) (eV): -4.40 / -4.36
HOMO-LUMO gap (alpha / beta) (eV): 6.9662 / 6.9264
Energy above the lowest of the compared OMol25 structures with the same formula, charge and spin (eV): 0.903
Multiplicity: 3



C9H22BNORb | ωB97M-V/def2-TZVPD

```
35
Properties=species:S:1:pos:R:3
Rb 3.223 -0.433 -0.740
C 0.305 -1.448 2.014
C -0.844 -0.944 1.086
C -1.468 0.303 1.801
C -2.479 0.986 0.867
C -1.716 1.538 -0.379
C -1.034 0.314 -1.154
N -0.272 -0.623 -0.242
O 0.536 -1.642 -0.868
C -0.087 1.107 -2.123
C -2.154 -0.387 -1.910
C -1.930 -2.044 1.002
H 1.222 -0.911 1.773
H 0.707 -2.437 1.794
H 0.031 -1.251 3.051
H -0.693 1.047 1.982
H -1.891 0.087 2.782
H -2.728 1.973 1.257
H -3.352 0.373 0.643
H -0.937 2.226 -0.050
H -2.364 2.081 -1.067
H -0.548 2.053 -2.407
H 0.191 0.632 -3.064
H 0.850 1.496 -1.724
H -3.009 -0.621 -1.275
H -1.850 -1.326 -2.372
H -2.661 0.268 -2.619
H -1.749 -2.630 0.101
H -2.986 -1.785 0.928
H -2.038 -2.828 1.753
B 6.342 0.969 -0.183
H 7.018 0.889 -1.020
H 6.835 1.241 0.738
H 5.605 1.735 -0.364
H 5.924 -0.010 -0.010
```

<S²>: 0.755
Electronic energy (eV): -14553.4687
Maximum force (eV Å⁻¹): 5.77
HOMO (alpha / beta) (eV): -7.85 / -7.85
HOMO-LUMO gap (alpha / beta) (eV): 7.5844 / 6.1314
Multiplicity: 2



C15H26N6O3 | ωB97M-V/def2-TZVPD

```
50
Properties=species:S:1:pos:R:3
C 4.195 0.715 1.360
N 2.776 0.891 1.176
C 1.970 1.517 2.115
O 2.371 2.124 3.051
C 0.439 1.374 1.904
C -0.208 2.738 1.634
C -0.367 3.634 2.742
C -1.571 3.748 3.373
N -1.323 4.335 4.604
C -0.042 4.722 4.636
N 0.601 4.195 3.575
N 0.134 0.445 0.801
C 0.312 -0.903 0.900
O 0.758 -1.400 1.927
C 0.042 -1.746 -0.447
C -1.397 -2.362 -0.371
C -1.614 -3.691 -1.076
C -1.532 -3.667 -2.667
C -2.915 -3.322 -3.263
N -3.422 -1.953 -2.963
N 0.197 -0.946 -1.774
C 1.324 -0.304 -2.110
C 1.300 0.394 -3.427
O 2.353 -0.233 -1.438
H 4.713 1.685 1.363
H 4.440 0.122 2.230
H 4.526 0.163 0.455
H 2.393 0.448 0.322
H 0.161 0.849 2.844
H 0.524 3.262 0.999
H -1.188 2.639 1.172
H -2.472 3.204 3.110
H 0.380 5.115 5.485
H 1.581 3.774 3.620
H -0.038 0.742 -0.185
H 0.787 -2.573 -0.423
H -2.074 -1.679 -0.772
H -1.809 -2.439 0.647
H -0.904 -4.420 -0.614
H -2.589 -4.055 -0.757
H -0.922 -2.829 -3.092
H -1.362 -4.739 -3.024
H -2.827 -3.493 -4.340
H -3.658 -4.003 -2.746
H -2.951 -1.266 -3.560
H -4.358 -1.919 -3.224
H -0.585 -0.856 -2.451
H 0.569 1.211 -3.375
H 2.282 0.918 -3.592
H 1.000 -0.166 -4.359
```

Electronic energy (eV): -31059.8511
Maximum force (eV Å⁻¹): 4.75
SMILES: CNC(=O)[C@@H](Cc1cnc[nH]1)NC(=O)[C@@H](CCCCN)NC(C)=O
HOMO (eV): -8.17
HOMO-LUMO gap (eV): 8.2969
Energy above the lowest of the compared OMol25 structures with the same formula, charge and spin (eV): 1.616



C17H49BO18P4 | ωB97M-V/def2-TZVPD

```
89
Properties=species:S:1:pos:R:3
C 5.030 2.242 5.700
O 4.509 1.856 4.418
P 5.115 0.591 3.658
O 5.673 0.970 2.360
O 3.806 -0.316 3.549
C 2.501 0.229 3.412
O 5.960 -0.502 4.423
C 7.385 -0.297 4.509
H 4.481 3.123 6.019
H 4.889 1.448 6.434
H 6.089 2.492 5.626
H 2.427 0.850 2.517
H 2.215 0.794 4.299
H 1.817 -0.612 3.315
H 7.623 0.669 4.952
H 7.827 -0.368 3.517
H 7.774 -1.088 5.144
C -4.597 0.086 4.227
O -4.528 -0.742 3.054
P -3.202 -0.786 2.172
O -3.467 -0.359 0.797
O -2.847 -2.342 2.291
C -3.854 -3.336 2.418
O -1.815 -0.297 2.742
C -1.481 1.098 2.570
H -5.588 -0.042 4.652
H -3.850 -0.218 4.962
H -4.452 1.135 3.965
H -4.544 -3.308 1.573
H -4.401 -3.230 3.355
H -3.350 -4.300 2.432
H -2.255 1.739 2.990
H -1.339 1.331 1.517
H -0.547 1.275 3.096
C -11.385 -5.460 2.202
O -10.295 -4.537 2.365
P -9.165 -4.816 3.452
O -9.095 -3.736 4.437
O -7.881 -4.891 2.506
C -7.759 -4.129 1.311
O -8.951 -6.255 4.067
C -9.702 -6.588 5.253
H -12.027 -5.064 1.421
H -11.021 -6.444 1.902
H -11.959 -5.545 3.126
H -7.834 -3.059 1.514
H -8.500 -4.429 0.572
H -6.772 -4.341 0.907
H -10.772 -6.454 5.098
H -9.369 -5.970 6.084
H -9.499 -7.633 5.465
C 7.603 2.230 -8.906
O 6.278 1.999 -8.401
P 6.040 0.934 -7.239
O 5.133 -0.130 -7.674
O 5.420 1.881 -6.118
C 4.617 3.020 -6.420
O 7.228 0.424 -6.330
C 7.959 -0.733 -6.784
H 7.524 2.979 -9.688
H 8.261 2.602 -8.119
H 8.019 1.315 -9.331
H 3.735 2.744 -6.991
H 5.197 3.779 -6.946
H 4.301 3.438 -5.469
H 8.355 -0.588 -7.788
H 7.312 -1.608 -6.765
H 8.784 -0.870 -6.090
C -0.811 4.119 -0.762
O -0.463 2.920 -0.102
C 0.191 1.956 -0.943
B 1.755 2.276 -0.980
C 2.374 3.269 -2.031
C 2.100 2.768 -3.467
C 1.628 3.882 -4.398
O 1.640 3.446 -5.763
H 0.021 4.831 -0.771
H -1.122 3.937 -1.798
H -1.662 4.544 -0.229
H -0.285 1.951 -1.934
H 0.022 0.962 -0.522
H 2.450 1.719 -0.182
H 1.870 4.233 -1.889
H 3.442 3.349 -1.835
H 1.307 2.009 -3.479
H 2.968 2.280 -3.914
H 2.265 4.763 -4.320
H 0.593 4.145 -4.147
H 0.936 2.791 -5.822
```

Electronic energy (eV): -93115.9282
Maximum force (eV Å⁻¹): 3.48
SMILES: COP(=O)(OC)OC.COP(=O)(OC)OC.COP(=O)(OC)OC.COP(=O)(OC)OC.COCBCCCO
HOMO (eV): -9.33
HOMO-LUMO gap (eV): 9.9544



C19H17NO4S | ωB97M-V/def2-TZVPD

```
42
Properties=species:S:1:pos:R:3
C 4.493 -0.778 -1.964
C 3.560 -0.698 -0.795
C 3.972 -0.169 0.420
C 3.116 -0.103 1.511
C 3.580 0.453 2.822
C 1.822 -0.588 1.382
C 1.402 -1.114 0.170
N 0.075 -1.607 0.035
C -0.220 -2.843 -0.522
O 0.588 -3.616 -0.957
C -1.721 -3.035 -0.430
C -2.254 -1.689 0.022
S -2.937 -0.802 -1.453
C -2.712 0.919 -1.077
C -1.892 1.619 -1.953
C -1.646 2.965 -1.765
C -2.215 3.626 -0.687
C -3.047 2.942 0.176
C -3.324 1.587 -0.010
C -4.271 0.916 0.902
O -4.584 -0.250 0.869
O -4.814 1.750 1.802
C -1.039 -0.918 0.475
O -1.023 0.127 1.073
C 2.258 -1.166 -0.918
H 5.413 -0.234 -1.768
H 4.024 -0.370 -2.857
H 4.743 -1.819 -2.167
H 4.983 0.201 0.519
H 3.848 -0.360 3.497
H 2.789 1.033 3.294
H 4.453 1.086 2.690
H 1.142 -0.549 2.218
H -2.119 -3.352 -1.395
H -1.933 -3.824 0.294
H -3.043 -1.720 0.772
H -1.442 1.088 -2.777
H -0.998 3.493 -2.448
H -2.011 4.672 -0.521
H -3.500 3.449 1.013
H -5.431 1.258 2.366
H 1.917 -1.579 -1.854
```

Electronic energy (eV): -40496.0910
Maximum force (eV Å⁻¹): 0.69
SMILES: Cc1cc(C)cc(N2C(=O)C[C@H](Sc3ccccc3C(=O)O)C2=O)c1
HOMO (eV): -8.67
HOMO-LUMO gap (eV): 8.8355
Energy above the lowest of the compared OMol25 structures with the same formula, charge and spin (eV): 0.000



C3H9N3O | ωB97M-V/def2-TZVPD

```
16
Properties=species:S:1:pos:R:3
N -0.969 -1.531 1.699
C -0.786 -1.826 0.241
C -1.043 -0.512 -0.552
N -0.477 0.649 0.148
C 0.714 1.236 -0.416
N 1.359 0.723 -1.490
O 1.307 1.995 0.338
H -0.470 -2.201 2.278
H -1.923 -1.841 1.878
H 0.237 -2.166 0.074
H -1.504 -2.589 -0.056
H -2.104 -0.335 -0.729
H -0.580 -0.667 -1.529
H -0.098 0.385 1.054
H 2.253 1.159 -1.579
H 0.933 0.159 -2.205
```

Electronic energy (eV): -9774.7001
Maximum force (eV Å⁻¹): 3.11
SMILES: NCCNC(N)=O
HOMO (eV): -9.50
HOMO-LUMO gap (eV): 10.2486
Energy above the lowest of the compared OMol25 structures with the same formula, charge and spin (eV): 0.839



C2H12N3O2 | ωB97M-V/def2-TZVPD

```
19
Properties=species:S:1:pos:R:3
C -0.034 1.827 -0.386
N 0.476 0.601 0.192
C 1.214 -0.290 -0.449
N 1.849 -1.242 0.238
N 1.243 -0.322 -1.783
H -0.660 2.309 0.362
H -0.531 1.632 -1.330
H 0.781 2.529 -0.588
H 0.413 0.523 1.194
H 1.689 -1.345 1.227
H 2.066 -2.097 -0.255
H 2.047 -0.627 -2.308
H 0.643 0.273 -2.326
H -1.873 0.742 2.199
H -1.424 -0.238 3.279
O -1.362 -0.076 2.331
H -2.578 -2.053 -0.705
H -1.736 -0.975 -0.041
O -2.222 -1.170 -0.851
```

Electronic energy (eV): -10828.8137
Maximum force (eV Å⁻¹): 0.83
Total charge: +1
HOMO (eV): -14.58
HOMO-LUMO gap (eV): 11.6125
Energy above the lowest of the compared OMol25 structures with the same formula, charge and spin (eV): 0.339



Repeat the first record exactly.
C24H21NO3S | ωB97M-V/def2-TZVPD

```
50
Properties=species:S:1:pos:R:3
C -6.044 -0.624 -1.326
C -5.618 0.600 -0.585
C -6.415 1.746 -0.466
C -5.812 2.737 0.255
S -4.251 2.313 0.803
C -4.381 0.746 0.043
C -3.396 -0.265 0.075
C -2.075 -0.219 0.418
C -1.359 0.998 0.840
O -1.907 1.895 1.463
C 0.062 1.096 0.448
C 0.543 0.555 -0.746
C 1.868 0.691 -1.085
C 2.760 1.366 -0.242
O 4.041 1.402 -0.673
C 5.037 2.111 0.055
C 4.926 3.615 -0.195
C 6.379 1.570 -0.429
C 2.277 1.924 0.941
C 0.942 1.795 1.267
C -1.339 -1.461 0.364
N -1.731 -2.544 -0.238
C -0.749 -3.469 0.003
C -0.610 -4.794 -0.389
C 0.525 -5.460 0.028
C 1.499 -4.838 0.810
C 1.379 -3.519 1.211
C 0.243 -2.852 0.796
O -0.151 -1.576 1.023
H -6.039 -1.494 -0.671
H -5.371 -0.827 -2.158
H -7.049 -0.490 -1.717
H -7.401 1.829 -0.889
H -6.215 3.702 0.490
H -3.734 -1.236 -0.268
H -0.130 0.044 -1.419
H 2.253 0.281 -2.005
H 4.932 1.899 1.128
H 5.685 4.143 0.375
H 5.071 3.821 -1.253
H 3.946 3.986 0.094
H 6.484 1.748 -1.495
H 6.436 0.500 -0.250
H 7.191 2.063 0.098
H 2.928 2.457 1.615
H 0.563 2.228 2.181
H -1.364 -5.272 -0.994
H 0.668 -6.492 -0.257
H 2.370 -5.401 1.109
H 2.127 -3.031 1.814
```

Electronic energy (eV): -43696.3337
Maximum force (eV Å⁻¹): 1.33
SMILES: Cc1ccsc1/C=C(\C(=O)c1ccc(OC(C)C)cc1)c1nc2ccccc2o1
HOMO (eV): -7.77
HOMO-LUMO gap (eV): 7.2637



Question: What is the electronic energy in the ninth record?
Answer: -9774.7001 eV



Question: What is the maximum force in the sixth record?
Answer: 4.75 eV Å⁻¹